Below is a molecular structure, C12H24F14Na4O14P3, with properties calculated with ωB97M-V/def2-TZVPD.

Last column: Mulliken charge in e.
Element x y z (Å)
Na  -3.1397  -0.7273  0.1490  0.96
C  1.1167  -1.6901  -2.0572  0.86
C  3.3888  -2.4585  -2.4538  -0.76
H  -3.2671  -5.9826  -1.0577  0.25
O  -0.9448  2.4586  0.2127  -1.31
H  0.7330  0.1570  6.3433  0.27
C  -2.7830  -5.6888  -0.1264  -0.76
H  3.4827  5.9652  -1.4444  0.29
H  -3.4803  -5.7423  0.7097  0.31
H  0.8245  -2.3837  -0.1202  0.44
F  -0.7551  0.8028  -3.3050  -0.33
Na  -1.3448  0.4295  3.5015  0.98
O  -1.6772  -0.0171  -0.0672  -0.16
H  3.9537  -1.5263  -2.4557  0.25
P  -3.7585  -0.3673  -2.2775  1.51
O  -0.0775  -1.7532  -2.6680  -0.29
H  1.7218  6.3968  -1.3850  0.28
C  2.4740  5.6287  -1.2049  -0.51
F  -0.5202  0.7500  1.9218  0.52
H  0.0012  -0.8620  0.2491  -0.89
O  -2.4012  -4.3151  -0.3322  -0.22
F  -4.4277  0.9556  -3.0754  -0.41
F  -1.5857  2.8613  -3.8881  -0.41
F  0.6975  2.2811  -4.0207  -0.42
H  2.1184  -0.4745  7.2937  0.26
P  -0.4017  2.3623  -2.8632  1.27
O  0.9204  3.5606  -0.1841  -0.31
C  1.4237  -0.6754  6.4782  -0.64
F  0.8569  0.6324  -0.1914  0.04
F  -1.5233  2.3322  -1.7052  -0.53
H  -1.8284  -1.9160  -1.9991  0.32
F  -0.0229  3.8626  -2.3327  -0.38
C  1.1216  3.1633  2.5118  -0.28
F  -3.1007  -1.7154  -1.5415  -0.38
C  -0.0167  -1.9396  0.4120  -1.16
F  -2.6843  -0.4611  -3.4988  -0.20
H  0.8654  -1.5215  6.8786  0.29
H  3.8557  -3.1859  -3.1179  0.35
C  1.6619  4.2422  0.5448  0.70
C  1.8253  -0.6423  1.6352  0.72
H  2.2880  4.7705  -1.8507  0.17
O  1.6633  4.2615  1.8010  -0.38
O  1.3996  -1.1376  -1.0023  -0.45
H  1.0763  3.3342  3.5874  0.38
O  1.9715  -2.3974  -2.8252  -0.46
O  2.2290  -0.9491  3.0148  -0.35
H  -1.9478  -6.3584  0.0790  0.32
H  1.6270  0.4134  1.4499  -0.53
O  -1.3131  -2.5345  0.0266  0.16
H  3.5118  -2.9056  -1.4674  0.30
H  2.6693  -0.9220  1.0047  0.16
O  2.0879  -0.8608  5.1946  -0.35
H  -1.6648  -0.4119  -2.9041  0.82
H  0.0896  3.0736  2.1726  0.03
O  -0.8846  -4.4575  1.3040  -0.64
H  1.6612  2.2413  2.2953  0.23
Na  -0.7539  3.8255  -0.5714  1.02
F  0.7771  1.8761  -1.7802  -0.31
H  0.0968  -2.0307  1.4922  1.12
O  2.4503  5.2573  0.0913  -0.42
F  -4.6544  -1.4605  -3.0626  -0.41
O  0.2460  -0.3646  3.9521  -0.69
F  -2.7096  0.6091  -1.4690  -0.49
F  -4.9590  -0.0777  -1.1866  -0.45
P  -0.6555  0.9715  0.3717  0.39
C  -1.4734  -3.8099  0.4132  0.61
C  -1.1587  -1.0821  -2.2093  -0.45
Na  1.7773  0.7059  -1.4203  0.83
H  -1.1107  -0.5080  -1.2839  -0.28
H  0.9653  -1.1957  1.2579  -0.05
C  1.3959  -0.6723  4.0566  0.67

The value obtained for the energy above the lowest of the compared OMol25 structures with the same formula, charge and spin is 2827.5 kJ/mol. For the orbital gap, the calculation gives 5.7 eV. The total charge is +1. The HOMO energy comes out at -0.362 Eh. The max |F| is 17.364 eV Å⁻¹. The LUMO energy comes out at -0.1528 Ha. As for the spin multiplicity: 1.


Below is 2 unconnected molecules or ions with the total composition C5H11O3, with properties calculated with ωB97M-V/def2-TZVPD.

Last column: Mulliken charge in e.
Element x y z (Å)
C  -0.3256  -1.6513  -1.6148  -0.14
H  -1.0169  1.5593  -1.9656  0.28
H  -0.5631  0.8157  2.7852  0.20
H  -0.4600  -2.6747  -1.0966  0.21
H  -1.0998  0.7436  0.9366  0.33
C  0.9760  -0.0100  1.4787  -0.96
H  1.3908  -1.9743  0.5700  0.32
C  0.3618  -0.7295  -0.9173  -1.09
O  -0.7669  1.4019  -2.8809  -0.73
H  -0.7518  0.4190  -3.0112  0.41
O  -0.2979  2.3262  1.8429  -0.54
H  1.4782  -0.2793  2.3231  0.51
C  0.5348  -1.2263  0.5291  -0.62
O  -0.8937  -1.4121  -2.6623  -0.77
H  0.7342  0.1250  -1.0574  0.97
C  -0.2727  0.9892  1.7477  -0.39
H  1.7334  0.5084  0.9632  0.39
H  -0.3617  2.7583  1.0251  0.30
H  -0.3993  -1.6888  1.0046  0.32

The value obtained for the energy above the lowest of the compared OMol25 structures with the same formula, charge and spin is 418.1 kJ/mol. For the orbital gap, the calculation gives 5.9 eV. The total charge is -1. The HOMO energy comes out at -0.088 Eh. The max |F| is 9.267 eV Å⁻¹. The LUMO energy comes out at 0.1275 Ha. As for the spin multiplicity: 1.


Below is a molecular structure, C40H38BiBr2N6O6STe, with properties calculated with ωB97M-V/def2-TZVPD.

Last column: Mulliken charge in e.
Element x y z (Å)
H  5.3045  7.3389  -3.8220  0.31
C  2.7395  3.9513  -1.8872  -0.20
H  6.2567  6.7676  -2.4585  0.41
N  2.1936  2.5550  -0.0283  0.94
H  2.4287  5.8695  -5.6285  0.29
H  -3.9002  2.1710  -4.3403  0.45
Br  -5.9718  0.1567  1.8470  -0.14
H  6.2110  -1.2253  0.2513  0.49
C  3.3570  1.8805  -0.2236  -0.86
C  -3.6738  -4.3516  0.0444  -0.48
C  -1.6904  0.9431  -2.0889  0.38
C  4.2714  -1.3798  -0.6687  0.83
H  3.9786  7.4130  -1.7179  0.41
C  4.6336  -0.9757  1.6751  -0.81
H  -4.4725  -0.2808  -0.8498  0.45
H  -0.8123  3.9986  -1.8114  0.24
H  -2.4460  4.4080  -1.3080  0.50
C  -2.8633  0.9034  2.3048  1.45
H  2.7964  -0.6692  2.7909  0.45
C  -2.8949  -3.5772  0.8574  -0.75
C  -1.4314  4.2494  -0.9504  -1.26
C  2.7720  6.8636  -5.3543  -1.06
C  4.6994  -1.5537  -1.9993  -0.70
C  2.4080  -1.8010  -2.7099  -0.35
O  -1.5996  1.0313  2.3725  -1.17
N  2.4092  -1.0948  0.8427  -0.38
O  -2.1642  -0.3980  -0.2447  0.32
C  -2.1859  -3.9611  -1.7992  -0.73
C  -2.7420  -0.3477  4.4262  -0.36
H  -1.6877  -0.1154  4.4040  0.47
S  -0.0058  0.9699  -1.6846  -0.05
O  -3.5415  1.5388  1.4738  -0.83
H  -3.1633  -3.4250  1.8911  0.55
C  3.8856  3.2068  -2.1491  -0.50
C  2.2200  5.0239  -2.8073  0.13
N  -2.5638  0.2815  -1.2983  0.51
C  -5.4583  -0.8884  4.4125  -0.66
H  5.0971  1.5992  -1.3796  0.55
C  -2.1785  1.6342  -3.1995  -0.98
C  4.1940  2.1770  -1.2659  -0.64
C  2.8818  -1.3598  -0.3889  0.71
H  -6.5181  -1.0922  4.4120  0.46
N  2.9578  6.1320  -2.9856  0.28
C  -0.1440  -2.7096  -1.5223  -0.17
H  5.2759  -0.8485  2.5289  0.42
H  3.8417  6.9293  -5.5318  0.28
H  5.5764  5.6069  -3.6033  0.25
C  -4.3942  0.9407  -2.6426  -0.92
H  1.3445  7.1479  -3.7813  0.39
O  1.1415  4.8366  -3.3475  -0.66
H  -1.3284  4.7857  2.0634  0.44
C  5.3985  6.5460  -3.0862  -1.11
C  3.2415  -0.8997  1.8344  -0.23
C  -3.3197  -0.9869  5.5043  -0.91
H  -1.9831  3.4184  2.9949  0.32
H  4.2803  5.6913  -1.4526  0.35
C  2.4328  7.1462  -3.8928  -0.77
C  5.1454  -1.2003  0.4228  -0.60
H  -5.4569  0.9148  -2.8166  0.48
C  -2.0265  3.9527  2.0495  -1.26
C  1.9507  -1.6557  -1.4202  -0.48
C  -3.5270  1.6364  -3.4828  -0.49
H  -4.5692  -4.8174  0.4234  0.47
H  -2.7206  -1.2700  6.3556  0.41
Br  -4.4014  -5.6242  -2.4162  -0.19
H  0.2058  -3.2149  -2.4219  0.50
C  -1.7257  -2.9294  0.3871  0.64
H  2.2676  7.5894  -5.9865  0.39
C  -4.8724  -0.2511  3.3295  0.39
N  1.4150  2.1109  0.9368  -1.10
H  4.0996  -1.8213  -4.0213  0.44
H  -1.0806  5.1742  -0.4996  0.48
O  -1.0083  -2.2564  1.2209  -1.03
C  3.7769  -1.7170  -2.9975  -1.24
H  -5.1469  -1.7180  6.3515  0.42
C  -3.8798  0.2740  -1.5610  -0.36
H  3.5569  1.1132  0.5007  0.98
Te  -1.4993  2.6001  0.5083  1.16
C  4.1449  6.4538  -2.2218  -0.58
N  0.6387  -1.8189  -0.9911  0.51
C  -4.6825  -1.2430  5.5015  -0.47
H  2.8237  8.1179  -3.5825  0.38
C  -3.3158  -4.5401  -1.2981  -0.34
Bi  -0.0089  -0.3368  0.6208  1.20
C  -1.3706  -3.1452  -0.9848  0.24
H  5.7554  -1.5473  -2.2154  0.49
H  1.0531  4.1917  -0.5813  1.03
H  4.5074  3.4175  -3.0014  0.61
C  1.9312  3.6195  -0.8211  -0.14
H  -1.4662  2.1589  -3.8146  0.60
O  0.3564  2.9555  1.1894  -0.55
H  -3.0371  4.3043  1.8701  0.43
H  -1.9084  -4.1111  -2.8319  0.53
C  -3.5133  0.0505  3.3332  0.11
H  1.7102  -1.9723  -3.5136  0.57

For the orbital gap, the calculation gives 6.7 eV. The total charge is +1. The HOMO energy comes out at -0.363 Eh. The max |F| is 2.361 eV Å⁻¹. The LUMO energy comes out at -0.1183 Ha. As for the spin multiplicity: 1.


Below is 2 unconnected molecules or ions with the total composition C2H6NOS, with properties calculated with ωB97M-V/def2-TZVPD.

Last column: Mulliken charge in e.
Element x y z (Å)
O  1.5035  2.9938  0.3207  -0.62
H  0.6167  -2.1057  0.0440  0.20
C  -0.3532  -2.2307  -0.4543  -0.80
S  -1.6644  -1.3356  0.4454  -0.69
H  -0.6631  0.7113  0.0147  0.08
H  -0.1761  -1.8138  -1.4585  0.22
H  -0.8106  2.4106  -0.1588  0.22
H  1.5000  1.0800  0.9884  0.33
N  -0.3474  1.6506  0.3317  -0.26
H  -0.5612  -3.2869  -0.6094  0.26
C  0.9557  1.9264  0.5362  0.07

The value obtained for the energy above the lowest of the compared OMol25 structures with the same formula, charge and spin is 86.7 kJ/mol. For the orbital gap, the calculation gives 6.7 eV. The total charge is -1. The HOMO energy comes out at -0.099 Eh. The max |F| is 1.234 eV Å⁻¹. The LUMO energy comes out at 0.1489 Ha. As for the spin multiplicity: 1.